# 1
ORCA calculation (wB97M-V/def2-TZVPD) on an isolated molecule of C5H8O2.

Its HOMO energy is -9.47 eV. As for the total energy: -9408.6063 eV. Its LUMO energy is 0.6800 eV. The gap between HOMO and LUMO is 10.1483 eV. As for the energy above the lowest of the compared OMol25 structures with the same formula, charge and spin: 28.27 kcal/mol.

```
! wB97M-V def2-TZVPD RIJCOSX def2/J DEFGRID3
* xyz 0 1
O 0.06 -0.27 3.07
C 0.04 -0.13 1.87
C 0.33 1.05 0.94
C -0.52 0.31 -0.13
C 0.00 0.22 -1.55
O 1.24 -0.45 -1.63
C -0.45 -0.99 0.71
H 1.40 1.07 0.67
H 0.01 2.03 1.27
H -1.53 0.72 -0.16
H 0.10 1.22 -2.00
H -0.74 -0.34 -2.15
H 1.04 -1.24 -2.13
H 0.37 -1.62 0.36
H -1.35 -1.59 0.86
*
```

# 2
ORCA calculation (wB97M-V/def2-TZVPD) on a structure of composition C23H31BiN6O4PSSe3Te in a non-equilibrium geometry.

Its HOMO energy is -3.74 eV. As for the total energy: -270780.5344 eV. Its LUMO energy is 1.7932 eV. The gap between HOMO and LUMO is 5.5294 eV. As for the energy above the lowest of the compared OMol25 structures with the same formula, charge and spin: 73.26 kcal/mol.

```
! wB97M-V def2-TZVPD RIJCOSX def2/J DEFGRID3
* xyz -1 1
Bi 0.13 0.91 1.10
C -0.83 -2.14 4.15
O -1.28 -1.12 3.30
C -2.29 -0.33 3.71
C -2.90 -0.40 4.96
C -3.99 0.40 5.26
C -4.49 1.29 4.33
C -3.88 1.39 3.09
C -2.78 0.60 2.77
N -2.20 0.66 1.51
N -2.98 1.11 0.60
C -2.61 1.13 -0.69
C -1.81 -0.10 -1.30
O -1.71 -1.18 -0.49
C -2.07 -0.38 -2.71
C -2.67 0.53 -3.49
C -3.32 1.71 -2.98
C -3.96 2.60 -3.84
C -4.75 3.62 -3.36
C -4.95 3.74 -1.99
C -4.28 2.90 -1.11
C -3.45 1.91 -1.60
H -1.64 -2.85 4.39
H -0.41 -1.73 5.07
H -0.05 -2.66 3.60
H -2.52 -1.08 5.71
H -4.44 0.33 6.24
H -5.34 1.90 4.56
H -4.22 2.10 2.35
H -1.70 -1.32 -3.09
H -2.76 0.36 -4.56
H -3.83 2.48 -4.91
H -5.24 4.30 -4.04
H -5.58 4.53 -1.60
H -4.40 3.01 -0.05
Se 1.39 0.25 3.49
Se 0.18 1.36 5.14
Te 0.18 3.74 4.34
Se -0.91 3.44 2.09
S -0.27 -1.52 0.38
C 4.82 -1.04 -3.24
N 4.27 -0.21 -2.21
C 4.47 1.20 -2.41
P 3.29 -0.77 -0.96
O 2.52 0.33 -0.36
N 4.28 -1.50 0.17
C 5.14 -2.62 -0.12
C 4.23 -1.14 1.57
N 2.50 -2.03 -1.75
C 2.12 -3.25 -1.07
C 1.54 -1.55 -2.72
H 5.92 -1.03 -3.21
H 4.51 -0.69 -4.23
H 4.47 -2.06 -3.11
H 5.54 1.45 -2.35
H 3.93 1.75 -1.64
H 4.10 1.51 -3.40
H 4.98 -2.94 -1.14
H 4.91 -3.46 0.56
H 6.19 -2.34 0.02
H 3.61 -0.26 1.68
H 5.24 -0.91 1.93
H 3.81 -1.94 2.18
H 2.52 -3.25 -0.06
H 2.50 -4.12 -1.61
H 1.04 -3.33 -0.99
H 1.87 -0.59 -3.10
H 0.56 -1.43 -2.26
H 1.46 -2.26 -3.55
O -0.65 1.89 -1.93
N -1.09 1.12 -0.99
*
```

# 3
ORCA calculation (wB97M-V/def2-TZVPD) on a structure of composition C22H30LiN3O11P3S3.

Its HOMO energy is -5.39 eV. As for the total energy: -110881.4770 eV. Its LUMO energy is 1.7165 eV. The gap between HOMO and LUMO is 7.1024 eV. As for the energy above the lowest of the compared OMol25 structures with the same formula, charge and spin: 0.00 kcal/mol.

```
! wB97M-V def2-TZVPD RIJCOSX def2/J DEFGRID3
* xyz -1 1
Li -0.04 -0.08 -0.77
C 1.11 -0.54 -4.18
C 1.60 -1.52 -3.12
O 2.43 -2.52 -3.70
P 2.55 -0.64 -1.86
O 3.82 0.01 -2.56
O 3.19 -1.74 -0.93
O 1.72 0.40 -1.19
P 0.13 -2.38 -2.37
O 0.80 -3.10 -1.07
O -0.22 -3.39 -3.39
O -0.81 -1.33 -1.85
H 1.97 -0.17 -4.75
H 0.56 0.29 -3.75
H 0.44 -1.08 -4.86
H 1.82 -3.23 -3.95
H 3.92 0.93 -2.29
H 2.52 -2.45 -0.79
H 0.39 -2.82 -0.22
S -1.88 -1.27 4.30
P -0.62 -2.35 3.21
S 0.22 -1.50 1.60
C 0.72 -3.00 4.28
C 2.06 -2.88 3.94
C 3.03 -3.41 4.77
C 2.68 -4.05 5.94
C 1.34 -4.17 6.29
C 0.36 -3.64 5.46
C -1.42 -3.90 2.66
C -0.68 -4.81 1.90
C -1.26 -5.99 1.46
C -2.59 -6.27 1.78
C -3.32 -5.37 2.54
C -2.73 -4.19 2.98
H 2.32 -2.38 3.02
H 4.08 -3.31 4.50
H 3.44 -4.47 6.59
H 1.05 -4.68 7.20
H -0.68 -3.71 5.73
H 0.35 -4.59 1.64
H -0.69 -6.68 0.86
H -3.05 -7.19 1.43
H -4.35 -5.58 2.79
H -3.29 -3.48 3.57
C -6.76 5.39 -0.92
C -6.43 4.35 0.14
S -4.72 4.50 0.64
O -4.55 5.75 1.33
O -3.90 4.21 -0.51
C -4.52 3.18 1.83
C -3.15 3.19 2.48
N -2.08 2.79 1.57
C -1.97 1.55 1.02
N -0.97 1.49 0.16
C -0.43 2.73 0.10
C -1.10 3.55 0.96
N -0.77 4.90 1.27
O 0.01 5.46 0.52
O -1.27 5.43 2.25
C -2.86 0.41 1.32
H -7.81 5.30 -1.20
H -6.15 5.23 -1.81
H -6.58 6.39 -0.55
H -6.56 3.34 -0.23
H -7.04 4.49 1.04
H -4.72 2.23 1.32
H -5.28 3.33 2.60
H -3.15 2.49 3.32
H -2.91 4.18 2.86
H 0.43 2.97 -0.50
H -3.32 0.48 2.31
H -2.27 -0.50 1.31
H -3.64 0.33 0.56
*
```

# 4
ORCA calculation (wB97M-V/def2-TZVPD) on a structure of composition C16H21Cl2F2O15PbZn in a non-equilibrium geometry.

Its HOMO energy is -16.62 eV. As for the total energy: -131761.9995 eV. Its LUMO energy is -13.4815 eV. The gap between HOMO and LUMO is 3.1431 eV.

```
! wB97M-V def2-TZVPD RIJCOSX def2/J DEFGRID3
* xyz 3 1
Pb 2.23 1.25 5.95
Zn 3.66 0.81 1.28
O 0.52 -1.57 2.85
C 1.35 -0.56 3.04
O 1.08 0.17 4.06
O 2.32 -0.45 2.22
H 0.94 -1.90 2.02
C -1.05 2.64 -3.05
C 0.08 1.65 -2.88
C 1.46 2.07 -3.41
O 2.38 1.80 -2.34
C 1.69 1.46 -1.26
O 2.24 1.12 -0.22
O 0.40 1.49 -1.45
H -1.22 2.81 -4.12
H -0.75 3.64 -2.72
H -1.93 2.26 -2.52
H -0.11 0.67 -3.33
H 1.44 3.16 -3.50
H 1.64 1.58 -4.36
C 2.14 -2.93 -3.37
C 2.65 -2.95 -1.96
C 4.03 -3.58 -1.79
O 4.74 -2.72 -0.91
C 3.99 -1.68 -0.61
O 4.32 -0.82 0.19
O 2.88 -1.66 -1.34
H 2.79 -2.39 -4.05
H 1.17 -2.42 -3.32
H 2.04 -3.92 -3.81
H 1.90 -3.41 -1.32
H 4.56 -3.85 -2.70
H 3.78 -4.52 -1.31
C -2.82 -1.36 4.07
Cl -3.39 -2.20 5.55
Cl -3.62 0.26 4.00
H -1.74 -1.24 4.10
H -3.03 -1.93 3.17
C -1.55 3.11 2.81
C -3.04 3.37 3.01
O -3.66 2.90 1.84
C -2.73 2.74 0.89
O -2.97 2.43 -0.25
O -1.53 2.89 1.41
F -3.32 4.69 3.09
H -1.22 2.18 3.28
H -0.97 3.96 3.17
H -3.43 2.89 3.91
C -1.54 -0.34 -0.20
C -1.55 -1.54 -1.18
O -2.82 -2.12 -0.91
C -3.27 -1.72 0.32
O -4.20 -2.15 0.90
O -2.45 -0.78 0.79
F -0.56 -2.43 -0.89
H -1.93 0.51 -0.77
H -0.55 -0.14 0.20
H -1.45 -1.25 -2.23
*
```

Number 2 is which compound? C23H31BiN6O4PSSe3Te

Copy entry 2 word for word.
ORCA calculation (wB97M-V/def2-TZVPD) on a structure of composition C23H31BiN6O4PSSe3Te in a non-equilibrium geometry.

Its HOMO energy is -3.74 eV. As for the total energy: -270780.5344 eV. Its LUMO energy is 1.7932 eV. The gap between HOMO and LUMO is 5.5294 eV. As for the energy above the lowest of the compared OMol25 structures with the same formula, charge and spin: 73.26 kcal/mol.

```
! wB97M-V def2-TZVPD RIJCOSX def2/J DEFGRID3
* xyz -1 1
Bi 0.13 0.91 1.10
C -0.83 -2.14 4.15
O -1.28 -1.12 3.30
C -2.29 -0.33 3.71
C -2.90 -0.40 4.96
C -3.99 0.40 5.26
C -4.49 1.29 4.33
C -3.88 1.39 3.09
C -2.78 0.60 2.77
N -2.20 0.66 1.51
N -2.98 1.11 0.60
C -2.61 1.13 -0.69
C -1.81 -0.10 -1.30
O -1.71 -1.18 -0.49
C -2.07 -0.38 -2.71
C -2.67 0.53 -3.49
C -3.32 1.71 -2.98
C -3.96 2.60 -3.84
C -4.75 3.62 -3.36
C -4.95 3.74 -1.99
C -4.28 2.90 -1.11
C -3.45 1.91 -1.60
H -1.64 -2.85 4.39
H -0.41 -1.73 5.07
H -0.05 -2.66 3.60
H -2.52 -1.08 5.71
H -4.44 0.33 6.24
H -5.34 1.90 4.56
H -4.22 2.10 2.35
H -1.70 -1.32 -3.09
H -2.76 0.36 -4.56
H -3.83 2.48 -4.91
H -5.24 4.30 -4.04
H -5.58 4.53 -1.60
H -4.40 3.01 -0.05
Se 1.39 0.25 3.49
Se 0.18 1.36 5.14
Te 0.18 3.74 4.34
Se -0.91 3.44 2.09
S -0.27 -1.52 0.38
C 4.82 -1.04 -3.24
N 4.27 -0.21 -2.21
C 4.47 1.20 -2.41
P 3.29 -0.77 -0.96
O 2.52 0.33 -0.36
N 4.28 -1.50 0.17
C 5.14 -2.62 -0.12
C 4.23 -1.14 1.57
N 2.50 -2.03 -1.75
C 2.12 -3.25 -1.07
C 1.54 -1.55 -2.72
H 5.92 -1.03 -3.21
H 4.51 -0.69 -4.23
H 4.47 -2.06 -3.11
H 5.54 1.45 -2.35
H 3.93 1.75 -1.64
H 4.10 1.51 -3.40
H 4.98 -2.94 -1.14
H 4.91 -3.46 0.56
H 6.19 -2.34 0.02
H 3.61 -0.26 1.68
H 5.24 -0.91 1.93
H 3.81 -1.94 2.18
H 2.52 -3.25 -0.06
H 2.50 -4.12 -1.61
H 1.04 -3.33 -0.99
H 1.87 -0.59 -3.10
H 0.56 -1.43 -2.26
H 1.46 -2.26 -3.55
O -0.65 1.89 -1.93
N -1.09 1.12 -0.99
*
```

Look up the gap between HOMO and LUMO of the second one. 5.5294 eV